(1)
14
Properties=species:S:1:pos:R:3 method="wB97M-V/def2-TZVPD" relative_energy_kj_mol=177.6 smiles="C=C[C@@H]1C[C@@H]1O" e_lumo_ev=1.11 e_tot_ev=-7360.4149
C -1.648 -0.907 -0.159
C -0.887 -0.143 -0.945
O -0.090 1.303 1.376
C 0.902 0.960 0.471
C 1.376 -0.452 0.366
C 0.557 0.135 -0.764
H -0.885 0.793 1.137
H -1.224 -1.528 0.626
H -2.727 -0.936 -0.274
H -1.373 0.462 -1.711
H 1.613 1.773 0.357
H 2.429 -0.634 0.171
H 0.912 -1.182 1.025
H 1.100 0.379 -1.675



(2)
14
Properties=species:S:1:pos:R:3 method="wB97M-V/def2-TZVPD" relative_energy_kj_mol=590.9 e_lumo_ev="-0.53 / -0.51" e_tot_ev=-7356.1312
C -1.318 -0.972 -0.021
C -0.405 0.242 -0.116
C 1.389 1.557 -0.645
C 0.559 0.081 1.134
O 1.474 -0.638 0.271
C 0.962 0.148 -0.827
H -0.727 -1.844 0.269
H -1.891 -1.200 -0.922
H -2.026 -0.750 0.789
H -1.001 1.111 -0.432
H 0.653 2.181 -1.188
H 0.103 -0.530 1.910
H 1.107 0.914 1.599
H 1.122 -0.300 -1.821



(3)
14
Properties=species:S:1:pos:R:3 method="wB97M-V/def2-TZVPD" relative_energy_kj_mol=1.9 smiles="O=C1CCCC1" e_lumo_ev=0.99 e_tot_ev=-7362.2356
O -0.617 2.444 -0.391
C -0.325 1.306 -0.112
C -1.295 0.178 0.210
C -0.535 -1.073 -0.237
C 0.929 -0.773 0.145
C 1.096 0.742 -0.062
H -1.432 0.168 1.301
H -2.270 0.341 -0.254
H -0.907 -1.994 0.219
H -0.626 -1.185 -1.325
H 1.638 -1.364 -0.443
H 1.090 -1.029 1.199
H 1.647 1.235 0.745
H 1.606 1.003 -0.996